[1]
{
  "formula": "C7H10",
  "method": "ωB97M-V with the def2-TZVPD basis set",
  "symbols": ["C", "C", "C", "C", "C", "C", "C", "H", "H", "H", "H", "H", "H", "H", "H", "H", "H"],
  "coordinates": [[-1.449, 0.050, 0.507], [-0.532, -0.740, -0.428], [-0.702, -0.345, -1.934], [0.947, -0.591, -0.410], [1.401, 0.768, 0.056], [1.641, 0.387, 1.457], [1.792, -0.023, 2.578], [-2.499, -0.200, 0.316], [-1.225, -0.188, 1.552], [-1.343, 1.133, 0.374], [-0.786, -1.806, -0.371], [-1.678, -0.692, -2.301], [-0.639, 0.746, -2.067], [0.087, -0.823, -2.522], [0.688, 1.604, 0.017], [2.346, 1.077, -0.404], [1.951, -0.358, 3.580]],
  "atomic_forces_ev_per_a": [[0.044, 0.091, 0.005], [0.013, -0.205, -0.112], [-0.081, 0.172, 0.010], [-0.206, 0.090, 0.098], [0.061, 0.079, 0.039], [0.037, -0.086, 0.343], [-0.018, 0.112, -0.225], [0.179, 0.014, -0.005], [-0.058, 0.051, -0.170], [-0.033, -0.149, 0.036], [0.081, 0.167, 0.019], [0.285, 0.095, 0.182], [-0.021, -0.333, 0.044], [-0.178, 0.103, -0.121], [0.050, -0.150, -0.010], [-0.113, -0.112, 0.076], [-0.042, 0.062, -0.208]],
  "orbital_gap_ev": 8.550,
  "lumo_ev": 0.31,
  "energy_ev": -7415.626,
  "homo_energy_ev": -8.2,
  "e_above_lowest_kj_mol": 521.9
}


[2]
{
  "formula": "C7H10",
  "method": "ωB97M-V with the def2-TZVPD basis set",
  "symbols": ["C", "C", "C", "C", "C", "C", "C", "H", "H", "H", "H", "H", "H", "H", "H", "H", "H"],
  "coordinates": [[1.848, 0.664, 0.768], [1.429, -0.705, 0.321], [0.573, -0.702, -0.951], [-0.466, 0.117, -0.198], [-1.867, -0.315, 0.101], [-1.618, 0.826, -0.848], [0.442, 0.222, 1.026], [2.092, 1.478, 0.086], [2.493, 0.646, 1.647], [1.891, -1.597, 0.732], [0.215, -1.683, -1.277], [1.016, -0.173, -1.802], [-2.283, -1.275, -0.195], [-2.152, -0.020, 1.109], [-1.692, 0.591, -1.910], [-1.967, 1.831, -0.638], [0.045, 0.094, 2.030]],
  "atomic_forces_ev_per_a": [[0.107, 0.130, -0.044], [0.180, -0.274, 0.028], [0.025, -0.068, -0.155], [-0.102, -0.237, 0.292], [-0.106, -0.224, 0.036], [0.005, 0.322, -0.124], [-0.112, 0.228, 0.168], [-0.161, -0.245, -0.112], [-0.211, 0.036, -0.152], [-0.033, 0.186, -0.030], [0.112, 0.107, 0.085], [0.026, -0.152, 0.067], [0.110, 0.196, -0.270], [-0.149, -0.056, -0.164], [0.020, -0.011, 0.205], [0.158, -0.091, 0.307], [0.131, 0.155, -0.138]],
  "orbital_gap_ev": 10.325,
  "lumo_ev": 1.19,
  "energy_ev": -7418.305,
  "homo_energy_ev": -9.1,
  "e_above_lowest_kj_mol": 263.4
}


Copy entry 2 word for word.
{
  "formula": "C7H10",
  "method": "ωB97M-V with the def2-TZVPD basis set",
  "symbols": ["C", "C", "C", "C", "C", "C", "C", "H", "H", "H", "H", "H", "H", "H", "H", "H", "H"],
  "coordinates": [[1.848, 0.664, 0.768], [1.429, -0.705, 0.321], [0.573, -0.702, -0.951], [-0.466, 0.117, -0.198], [-1.867, -0.315, 0.101], [-1.618, 0.826, -0.848], [0.442, 0.222, 1.026], [2.092, 1.478, 0.086], [2.493, 0.646, 1.647], [1.891, -1.597, 0.732], [0.215, -1.683, -1.277], [1.016, -0.173, -1.802], [-2.283, -1.275, -0.195], [-2.152, -0.020, 1.109], [-1.692, 0.591, -1.910], [-1.967, 1.831, -0.638], [0.045, 0.094, 2.030]],
  "atomic_forces_ev_per_a": [[0.107, 0.130, -0.044], [0.180, -0.274, 0.028], [0.025, -0.068, -0.155], [-0.102, -0.237, 0.292], [-0.106, -0.224, 0.036], [0.005, 0.322, -0.124], [-0.112, 0.228, 0.168], [-0.161, -0.245, -0.112], [-0.211, 0.036, -0.152], [-0.033, 0.186, -0.030], [0.112, 0.107, 0.085], [0.026, -0.152, 0.067], [0.110, 0.196, -0.270], [-0.149, -0.056, -0.164], [0.020, -0.011, 0.205], [0.158, -0.091, 0.307], [0.131, 0.155, -0.138]],
  "orbital_gap_ev": 10.325,
  "lumo_ev": 1.19,
  "energy_ev": -7418.305,
  "homo_energy_ev": -9.1,
  "e_above_lowest_kj_mol": 263.4
}